[1]
42
Properties=species:S:1:pos:R:3 method="wB97M-V/def2-TZVPD" relative_energy_kj_mol=486.45 total_energy_ev=-29116.610 gap_ev=10.34 homo_energy_ev=-10.96
H -0.7122 0.4351 -0.3724
H 0.7033 0.4483 -0.3320
H -2.3986 1.2208 -1.1729
H -1.8504 2.3797 -1.9315
H 4.5140 0.3417 1.9260
H 5.0230 1.5186 2.8647
H 2.0184 0.8312 3.3372
H 1.2444 2.1462 3.4771
H 2.9127 -1.5445 -2.3255
H 1.6240 -0.6951 -2.7827
H -3.3310 0.8779 2.7277
H -3.8455 -0.4859 2.2727
H -1.9026 -2.8357 -2.2840
H -1.6386 -3.9357 -1.2924
H 0.0319 2.4872 -0.1550
H 0.0064 2.6496 -1.6105
H 0.1630 -1.3336 -1.1402
H 0.5034 -2.7559 -0.6775
H 5.3511 2.4212 -2.1177
H 4.3370 2.4293 -1.0057
H -2.4690 -3.5677 0.8051
H -1.5509 -2.8094 1.6160
H -3.4125 3.8653 -1.4010
H -3.8689 5.2839 -1.1152
H 3.7665 -2.3542 0.5046
H 5.1700 -2.7122 0.4982
H -3.9972 -1.1560 0.2201
H -4.7703 -2.2279 -0.3750
O -0.0402 0.6777 0.2364
O -2.6659 1.8680 -1.8076
O 4.2247 1.0329 2.6260
O 1.3638 1.2390 3.8226
O 2.2465 -0.9129 -2.0033
O -4.0032 0.2931 2.8658
O -1.6905 -3.7477 -2.1873
O -0.5750 2.6388 -0.8980
O 0.1034 -1.8809 -0.3330
O 4.6747 1.7840 -1.6770
O -2.1905 -3.5392 1.6825
O -3.2584 4.5953 -0.7922
O 4.4024 -2.9124 -0.0784
O -4.2129 -2.0576 0.3853

---

[2]
65
Properties=species:S:1:pos:R:3 method="wB97M-V/def2-TZVPD" charge=-1 relative_energy_kj_mol=534.14 total_energy_ev=-79696.833 gap_ev=8.99 homo_energy_ev=-7.31
N -0.4756 -1.5377 -0.1172
S -1.9450 -1.5816 -0.4698
O -2.1665 -1.9570 -1.8508
O -2.8257 -0.5998 0.1496
F -2.2678 -2.9466 0.3516
S -0.2894 0.1201 -0.4869
O -0.4058 0.9738 0.6890
O -0.8023 0.5499 -1.8070
F 1.2895 0.1383 -0.7421
C -4.1250 5.6099 -3.9343
O -5.0800 6.3306 -3.6507
N -2.9008 5.6789 -3.4064
N -4.2787 4.6872 -4.8807
H -2.7148 6.4304 -2.7579
H -2.3211 5.0602 -3.9553
H -5.2429 4.6830 -5.1816
H -3.7154 3.8894 -5.1380
C -0.4369 -1.3854 -8.0037
O -0.2885 -1.4715 -9.1977
N -1.6086 -1.4174 -7.4821
N 0.4943 -1.2740 -7.1441
H -1.5870 -1.7289 -6.5216
H -2.2600 -1.7183 -8.1929
H 1.4708 -1.0907 -7.3261
H 0.1802 -1.2112 -6.1862
C 2.9171 -6.0306 -2.1388
O 3.3720 -6.6358 -3.1182
N 3.3489 -4.8535 -1.7948
N 2.0449 -6.4800 -1.3374
H 2.5703 -4.3455 -1.4002
H 3.9281 -4.4977 -2.5418
H 1.7077 -5.9807 -0.5268
H 1.5629 -7.3310 -1.5895
C -8.2448 2.7654 1.6597
O -9.3412 3.2159 1.7044
N -7.9226 1.6376 2.2551
N -7.2772 3.1636 0.9102
H -8.6401 1.0412 2.6419
H -7.0069 1.2521 2.0736
H -7.3273 4.0865 0.5030
H -6.6116 2.4281 0.7198
C 2.7147 -2.0336 4.8750
O 3.3063 -1.9467 5.9081
N 3.2817 -1.6874 3.7692
N 1.4951 -2.4514 4.6921
H 2.8297 -2.0682 2.9503
H 4.0606 -1.0500 3.6842
H 1.1092 -2.6037 3.7712
H 1.0569 -2.6451 5.5812
C 9.3485 -0.9259 0.4190
O 8.9409 -0.5051 1.4769
N 8.6481 -0.9182 -0.6909
N 10.5751 -1.3155 0.2723
H 7.7305 -0.5090 -0.5876
H 8.9589 -1.5541 -1.4114
H 11.2456 -1.4415 1.0171
H 10.8025 -1.9001 -0.5194
C -1.0659 3.9486 7.9336
O -0.4634 4.9905 7.6476
N -1.9453 3.8088 8.8619
N -0.9350 2.7416 7.3315
H -2.2764 2.8846 9.0992
H -2.3301 4.6495 9.2684
H -1.6740 2.0618 7.2226
H -0.1913 2.8028 6.6509

---

[3]
67
Properties=species:S:1:pos:R:3 method="wB97M-V/def2-TZVPD" s2=0.7606 multiplicity=2 relative_energy_kj_mol=113.24 total_energy_ev=-143957.430 gap_ev="7.56 / 5.65" homo_energy_ev="-7.62 / -7.63"
Ir -0.0733 0.7332 0.0511
N 0.3138 2.6154 -3.0369
C -1.1250 2.8970 -2.6881
C -1.7569 3.8043 -3.7364
P -1.9902 1.2730 -2.6195
O -1.4470 0.6984 -4.0347
O -3.4480 1.4013 -2.5770
O -1.2546 0.4624 -1.5579
P -1.1713 3.6904 -1.0325
O -0.1165 4.9004 -1.2997
O -2.5006 4.1884 -0.6751
O -0.3884 2.7480 -0.1103
H 0.3345 2.0453 -3.8837
H 0.8837 2.0468 -2.2439
H 0.7923 3.4960 -3.2196
H -1.7598 3.3211 -4.7150
H -1.2190 4.7524 -3.8036
H -2.7862 4.0092 -3.4498
H -2.0352 0.0257 -4.3979
H -0.4510 5.7164 -0.9076
Br 0.8786 -1.2599 2.5022
C -0.6935 -0.6590 3.3661
C -0.8117 -1.0679 4.6646
C -1.9547 -0.7457 5.4109
C -2.9554 -0.0502 4.8088
C -2.8596 0.3643 3.4595
C -3.9710 1.0319 2.8932
C -3.9528 1.4012 1.5889
C -2.8042 1.1612 0.8167
C -1.6659 0.5745 1.3171
C -1.6875 0.0995 2.6809
H -0.0200 -1.6557 5.1068
H -2.0386 -1.0709 6.4392
H -3.8618 0.1928 5.3497
H -4.8343 1.2190 3.5201
H -4.7924 1.9048 1.1291
H -2.8609 1.4859 -0.2064
F 1.5738 1.3336 -1.3077
O -1.2719 -2.1782 0.2664
C -0.1749 -2.1424 -0.2400
O 0.5007 -1.0408 -0.5384
C 0.5736 -3.3904 -0.5978
C 1.8552 -3.3375 -1.1276
C 2.5599 -4.5039 -1.4395
C 1.9219 -5.6929 -1.1942
O 2.3909 -6.9594 -1.4006
C 1.3316 -7.8415 -1.0268
O 0.2583 -7.0553 -0.5222
C 0.6408 -5.7458 -0.6662
C -0.0625 -4.6164 -0.3541
H 2.3029 -2.3702 -1.3042
H 3.5579 -4.4768 -1.8538
H 1.6853 -8.5184 -0.2474
H 0.9970 -8.3956 -1.9073
H -1.0589 -4.6374 0.0635
C 4.3026 3.0136 0.3849
N 3.3908 2.0517 0.9785
C 3.9117 0.7183 1.2411
C 2.1074 2.3048 1.0454
O 1.2611 1.4826 1.4783
H 5.2372 3.0227 0.9434
H 3.8629 4.0078 0.4144
H 4.5072 2.7395 -0.6513
H 4.7872 0.7937 1.8849
H 4.1893 0.2465 0.2971
H 3.1433 0.1280 1.7297
H 1.8020 3.3091 0.7426

---

[4]
47
Properties=species:S:1:pos:R:3 method="wB97M-V/def2-TZVPD" total_energy_ev=-103231.998 gap_ev=5.30 homo_energy_ev=-8.72
C 6.1724 -1.8715 1.0488
C 4.7395 -2.5395 1.0158
O 4.3101 -3.1235 1.9832
O 4.0370 -2.3603 -0.1656
C 2.7077 -2.9141 -0.0897
C 1.8796 -2.3799 -1.3568
C 0.5448 -1.6905 -0.9395
C 0.2940 -0.2329 -0.9299
C 1.3763 0.7849 -1.3977
O 2.1224 0.5503 -2.3039
O 1.5073 2.0703 -0.8182
C 1.7227 2.0106 0.6032
I 3.0311 0.4130 1.2545
C 2.4275 3.4310 0.9849
C 1.6150 4.2359 2.0747
I 4.4792 3.0653 1.6174
C -1.0617 0.2129 -0.4602
I -1.7011 2.2439 -0.3305
C -2.0540 -0.8028 -0.0710
F -3.3000 -0.4872 0.3245
N -1.7915 -2.1745 -0.1220
N -2.7973 -3.0997 0.2277
C -2.7735 -3.2120 1.4942
S -2.6786 -3.0842 3.0776
C -0.5415 -2.5973 -0.5227
F -0.3245 -3.9392 -0.5628
H 6.8772 -2.6187 0.6023
H 6.4650 -1.5595 2.0803
H 6.0778 -0.9340 0.4232
H 2.8253 -4.0350 -0.1764
H 2.1539 -2.6639 0.8523
H 2.5100 -1.7932 -2.0675
H 1.5822 -3.3203 -1.9123
H 0.7543 1.9461 1.1799
H 2.4461 4.0704 0.0545
H 2.3542 4.8574 2.6627
H 1.1618 3.5062 2.7948
H 0.8822 4.9717 1.6459
N -7.0397 1.0901 -0.9043
S -6.3764 0.7287 -2.2874
O -4.9760 1.0216 -2.4302
O -7.1822 0.8723 -3.4624
F -6.3412 -0.8651 -2.1394
S -7.1595 2.6449 -0.6908
O -7.4502 3.0051 0.6678
O -7.8558 3.4020 -1.6880
F -5.6520 3.1639 -0.8410

---

[5]
25
Properties=species:S:1:pos:R:3 method="wB97M-V/def2-TZVPD" charge=+1 relative_energy_kj_mol=588.40 total_energy_ev=-13084.609 gap_ev=8.06 homo_energy_ev=-12.05
C 2.0940 -0.6173 0.2868
C 1.7378 0.6157 0.2650
C -0.1782 -0.5670 -0.2354
C 0.2927 0.6720 -0.0898
C -2.4483 0.4636 -0.1568
C -1.7226 1.7530 -0.7408
C 3.0426 -1.6533 0.0163
C 2.6240 1.6740 0.7794
C -2.3502 -1.8181 0.2754
N -1.6914 -0.7514 -0.4483
O -0.4078 1.8582 -0.1773
H -2.5106 0.5046 0.9590
H -3.4602 0.5331 -0.5732
H -1.7833 1.7629 -1.8973
H -2.2445 2.7083 -0.6401
H 3.9278 -1.1619 0.1795
H 3.0326 -1.9757 -1.0064
H 2.8805 -2.5373 0.7224
H 2.3497 2.5763 0.2983
H 3.7462 1.3990 0.6243
H 2.2710 1.7779 1.8122
H -3.3421 -1.9554 -0.1499
H -1.9017 -2.7695 0.0184
H -2.1768 -1.6388 1.3987
H -1.7811 -0.8531 -1.5205

---

[6]
40
Properties=species:S:1:pos:R:3 method="wB97M-V/def2-TZVPD" s2=0.7511 multiplicity=2 charge=+2 total_energy_ev=-53527.397 gap_ev="7.02 / 7.08" homo_energy_ev="-15.29 / -15.30"
C -2.2120 4.4918 -0.5410
I -0.7371 2.9016 -1.1226
H -2.8762 4.1836 0.2665
H -2.7531 4.6867 -1.4670
H -1.5905 5.3426 -0.2626
Ce -0.6025 0.3316 0.5306
P -1.9517 -0.9797 -1.5997
C -1.9026 -0.8637 -3.4235
C -2.2685 -2.7810 -1.4044
H -3.1255 -3.0795 -2.0227
H -4.3693 -0.8424 -1.8715
H -2.4776 -3.0009 -0.3465
H -3.8782 -0.3914 -0.2063
H -1.0115 -1.3852 -3.8057
H -1.3755 -3.3490 -1.7080
C -3.6322 -0.2894 -1.2747
H -2.8033 -1.3225 -3.8565
H -3.6632 0.7768 -1.5381
H -1.8430 0.1924 -3.7275
P 1.9465 0.9448 1.6506
C 3.4546 1.7518 1.0082
C 1.3992 2.2002 2.8801
H 1.9235 -0.7731 3.3637
H 3.4566 0.1548 3.3766
H 3.1677 -1.1089 2.1325
C 2.7031 -0.3186 2.7383
H 0.5439 1.8144 3.4542
H 2.2272 2.4146 3.5675
H 4.1041 2.0424 1.8468
H 3.1856 2.6434 0.4216
H 1.0889 3.1226 2.3724
H 3.9982 1.0563 0.3514
C 1.0097 0.2121 -1.2637
O 1.7372 0.3107 -2.1668
B 1.8241 -3.9379 0.5810
C 0.9328 -2.7224 0.6717
N 0.2451 -1.7667 0.7552
H 2.0541 -4.0796 -0.6066
H 1.2302 -4.8943 1.0413
H 2.8409 -3.6889 1.2051